Record 1
ORCA calculation (ωB97M-V/def2-TZVPD) on the molecule C5H7IO in a non-equilibrium geometry.

Summary:
HOMO energy	-9.1	eV
orbital gap	9.61	eV

CARTESIAN COORDINATES (ANGSTROEM)
I (-2.36205, 1.58277, -3.06410)
O (1.52187, -0.71562, 1.91815)
C (-1.12783, 0.24733, -0.61162)
C (0.42712, -0.08599, 1.26253)
C (1.85467, 0.22386, 0.93364)
C (-1.24408, 0.19900, -1.92791)
C (-0.37895, -0.79021, 0.20797)
H (-0.76008, -0.58471, -2.40361)
H (-1.53736, 1.26067, -0.18221)
H (0.05639, -1.41628, -0.45584)
H (2.45353, 1.11419, 1.27668)
H (-1.16816, -1.46487, 0.84577)
H (-0.15051, 0.51912, 2.04746)
H (2.41544, -0.08928, 0.15309)

Record 2
ORCA calculation (ωB97M-V/def2-TZVPD) on the molecule C2H2INO2S in a non-equilibrium geometry.

Summary:
HOMO energy (spin up / spin down)	-7.3 / -10.9	eV
orbital gap (spin up / spin down)	7.46 / 6.21	eV
spin multiplicity	3

CARTESIAN COORDINATES (ANGSTROEM)
I (-2.74961, -1.05775, 0.31615)
S (-0.92522, 0.50896, -0.03348)
O (-0.74310, 1.15258, 1.20465)
O (-1.17626, 1.25476, -1.20029)
N (2.32441, 0.89034, 0.81541)
C (0.58808, -0.61215, -0.28569)
C (1.57407, 0.18074, 0.29581)
H (0.45004, -0.82548, -1.36905)
H (0.65759, -1.49200, 0.25651)

Record 3
ORCA calculation (ωB97M-V/def2-TZVPD) on the molecule C16H13Cl2NO4.

Summary:
HOMO energy	-8.6	eV
orbital gap	8.20	eV

CARTESIAN COORDINATES (ANGSTROEM)
Cl (2.21080, 1.50065, -1.76135)
Cl (6.75342, -0.03049, 0.56053)
O (-3.75346, -1.22846, 1.69507)
O (-1.73680, 2.80037, -0.14423)
O (-1.99240, -0.62840, -2.32515)
O (-1.62305, -1.98915, -0.57527)
N (-3.63920, 0.12270, -0.12116)
C (4.37374, 0.55972, -0.54260)
C (0.20875, -0.84774, -1.49656)
C (0.02802, 2.06741, 0.99207)
C (4.44006, -1.38422, 0.87485)
C (3.09745, -1.58234, 0.63527)
C (3.02761, 0.33638, -0.78769)
C (-0.41584, 2.94043, 0.04840)
C (-3.53057, -1.06023, 0.51831)
C (-1.22951, -1.13805, -1.53167)
C (-2.16301, 1.83048, 0.69282)
C (-3.58619, 1.37594, 0.61486)
C (-3.02561, -2.18902, -0.39796)
C (-1.11111, 1.33832, 1.41017)
C (2.35699, -0.75163, -0.21441)
C (0.95218, -1.07071, -0.40770)
C (5.07908, -0.30719, 0.27579)
H (1.03193, 1.95446, 1.34747)
H (2.59558, -2.41721, 1.10064)
H (-1.15318, 0.56168, 2.14609)
H (-3.98417, 1.18143, 1.61311)
H (0.08815, 3.68586, -0.53383)
H (-3.53648, -2.18118, -1.36560)
H (0.58668, -0.37246, -2.38728)
H (0.48510, -1.57680, 0.42792)
H (4.86568, 1.40873, -0.98941)
H (-4.19293, 2.12400, 0.10218)
H (4.98864, -2.04854, 1.52287)
H (-3.36225, 0.16801, -1.09572)
H (-3.13407, -3.15273, 0.09919)

Record 4
ORCA calculation (ωB97M-V/def2-TZVPD) on a structure of composition CHClN2O3 in a non-equilibrium geometry.

Summary:
HOMO energy (spin up / spin down)	-7.3 / -10.6	eV
orbital gap (spin up / spin down)	7.13 / 7.22	eV
spin multiplicity	3

CARTESIAN COORDINATES (ANGSTROEM)
Cl (-1.25795, -0.64762, -2.22743)
O (0.98309, -1.69740, -0.07525)
O (-0.75757, 1.96561, 0.73394)
O (0.60012, -0.50939, 1.78289)
N (0.88352, -0.72595, 0.62043)
N (-0.87763, 1.13394, -0.12622)
C (-0.92195, 0.14346, -0.73956)
H (1.34837, 0.33735, 0.03120)

Record 5
ORCA calculation (ωB97M-V/def2-TZVPD) on a structure of composition C31H21BrCsF5N8O3S4 in a non-equilibrium geometry.

Summary:
HOMO energy	-1.6	eV
orbital gap	5.10	eV
net charge	-2

CARTESIAN COORDINATES (ANGSTROEM)
Cs (10.90875, 10.66179, 14.65582)
Br (9.62960, 7.26819, 14.69616)
S (13.22916, 10.52680, 11.62830)
S (15.55870, 12.09001, 10.33503)
S (9.89033, 15.18690, 14.12958)
S (17.96003, 11.67788, 8.53875)
F (9.08751, 12.19651, 12.77981)
F (7.57275, 9.79716, 13.45027)
F (8.45154, 9.86608, 11.43409)
F (7.00147, 12.44250, 13.29732)
F (7.64119, 12.50305, 11.23742)
O (11.89739, 11.91452, 19.54685)
O (14.20500, 10.49975, 18.57027)
O (9.95638, 4.90670, 10.10037)
N (16.53610, 9.81940, 9.84261)
N (15.53649, 9.59300, 10.76312)
N (12.21692, 11.01170, 17.40967)
N (13.35927, 9.02209, 15.52517)
N (11.67345, 15.73614, 12.18191)
N (9.72812, 12.53704, 16.81724)
N (9.57035, 14.95879, 11.56394)
N (10.75683, 8.23847, 12.37740)
C (17.81207, 8.61448, 8.13729)
C (7.71567, 13.47322, 17.63331)
C (14.76748, 10.67027, 10.97820)
C (17.22602, 8.62615, 9.39722)
C (9.86740, 5.97866, 12.18452)
C (16.76216, 11.10729, 9.47311)
C (17.05366, 7.49030, 10.12994)
C (18.25205, 7.38042, 7.63590)
C (11.56237, 11.68746, 18.35106)
C (14.03868, 9.45720, 16.53947)
C (15.83712, 7.91755, 16.05014)
C (13.43811, 10.36940, 17.59862)
C (8.54357, 13.12926, 16.57682)
C (10.15622, 6.02901, 10.78011)
C (7.80620, 11.90761, 12.38198)
C (11.97359, 15.89076, 10.89760)
C (17.95005, 6.18140, 8.35005)
C (10.21077, 12.30089, 18.03544)
C (15.07330, 7.39598, 15.00171)
C (17.38050, 6.26529, 9.61131)
C (13.83421, 8.02280, 14.78456)
C (9.81297, 15.14873, 10.23294)
C (10.13474, 7.18777, 12.86727)
C (10.86454, 8.28783, 11.04914)
C (9.34494, 12.67314, 19.15391)
C (7.41624, 10.37246, 12.23954)
C (8.08845, 13.15161, 18.91526)
C (15.36853, 8.98071, 16.80637)
C (10.44114, 15.31606, 12.52170)
C (10.67017, 7.19474, 10.19515)
C (11.06276, 15.57955, 9.84327)
H (13.27422, 7.72115, 13.89720)
H (11.03921, 7.23012, 9.13670)
H (18.20455, 5.21477, 7.91589)
H (12.95760, 16.31900, 10.76764)
H (17.19651, 5.38005, 10.28915)
H (15.97307, 9.42712, 17.53593)
H (9.73148, 5.13896, 9.15746)
H (9.86903, 12.52561, 20.06478)
H (17.95886, 9.57094, 7.60516)
H (8.95767, 14.97147, 9.52336)
H (6.75734, 13.99575, 17.45881)
H (16.83178, 7.50663, 16.25437)
H (8.35693, 13.40556, 15.56113)
H (8.68492, 14.60408, 11.86362)
H (11.47416, 15.48878, 8.81520)
H (15.36394, 6.57206, 14.36203)
H (18.88387, 7.26876, 6.72769)
H (9.64434, 5.05391, 12.68354)
H (11.26951, 9.21721, 10.63702)
H (7.45270, 13.32707, 19.80687)
H (16.54554, 7.54182, 11.09380)

Record 6
ORCA calculation (ωB97M-V/def2-TZVPD) on a cluster of 2 separate species, ClNO4S in total in a non-equilibrium geometry.

Summary:
HOMO energy	-11.7	eV
orbital gap	10.43	eV

CARTESIAN COORDINATES (ANGSTROEM)
Cl (0.40975, -0.10994, 1.43017)
S (-1.55730, 2.55071, -3.19769)
O (-1.11799, 1.93663, -4.41621)
O (-1.17402, 1.89168, -1.97999)
O (0.22194, -1.86111, 3.31921)
O (1.95089, -2.07235, 2.06656)
N (0.95401, -1.60578, 2.44894)